{"formula": "CH4NO2S", "method": "ωB97M-V/def2-TZVPD", "total_charge": 1, "homo_lumo_gap_ha": 0.3123, "lumo_ev": -6.54, "relative_energy_ev": 1.190, "multiplicity": 1, "homo_ev": -15.04, "elements": ["C", "N", "O", "O", "S", "H", "H", "H", "H"], "positions_angstrom": [[-1.95329, 0.59527, -0.13453], [0.26153, -0.62878, 0.08654], [-2.42580, -0.04599, -1.17622], [-1.52232, 1.67638, 0.27500], [-2.87330, -0.66521, 0.48894], [0.95066, -0.10023, -0.56884], [0.01922, -1.50117, -0.23695], [0.78717, -0.77461, 1.03404], [-1.22263, 2.28802, -0.43323]], "forces_ev_per_a": [[-1.35, -3.08, 0.05], [2.87, 3.88, 1.88], [1.05, 1.42, 0.78], [0.68, 1.68, -0.74], [-0.24, -0.21, 0.05], [-1.49, -1.76, 1.44], [-0.25, -2.41, -1.27], [-1.31, 0.46, -2.35], [0.03, 0.02, 0.16]], "nbo_charge": [0.68, -1.10, -0.43, -0.53, 0.64, 0.40, 0.38, 0.41, 0.55]}

***

{"formula": "C4H11N2", "method": "ωB97M-V/def2-TZVPD", "total_charge": 1, "homo_lumo_gap_ha": 0.3847, "lumo_ev": -3.25, "relative_energy_ev": 1.929, "multiplicity": 1, "homo_ev": -13.72, "elements": ["C", "C", "C", "C", "N", "N", "H", "H", "H", "H", "H", "H", "H", "H", "H", "H", "H"], "positions_angstrom": [[0.78088, -1.30597, 0.18007], [1.46543, 0.85969, 0.41778], [-0.50740, -0.09304, -0.72412], [-1.94131, -0.38716, -0.41754], [1.38919, -0.38043, 1.03675], [-0.00379, 1.14680, -0.12506], [0.25747, -2.12008, 0.65966], [1.40377, -1.60454, -0.64880], [1.77591, 1.67662, 1.06550], [2.08071, 0.81625, -0.48551], [-0.23443, -0.16291, -1.77093], [-2.57437, 0.44105, -0.73656], [-2.11345, -0.56663, 0.64216], [-2.25691, -1.26720, -0.96817], [1.05918, -0.38501, 1.99413], [-0.60456, 1.40785, 0.66658], [0.02368, 1.92471, -0.78596]], "forces_ev_per_a": [[-2.35, 1.87, -1.73], [0.10, 0.26, 0.02], [2.00, -2.65, 1.30], [-0.07, 0.19, -0.11], [0.20, -0.06, 0.59], [0.25, 0.24, 0.15], [-0.01, -0.06, 0.06], [0.15, -0.17, -0.10], [-0.06, -0.04, -0.02], [-0.16, 0.10, 0.07], [-0.03, 0.27, -0.04], [-0.19, 0.01, -0.02], [0.02, 0.00, 0.12], [-0.03, -0.10, 0.00], [0.06, 0.08, -0.11], [0.21, 0.07, -0.25], [-0.09, -0.01, 0.09]], "nbo_charge": [-0.17, -0.04, -0.09, -0.66, -0.59, -0.55, 0.23, 0.21, 0.24, 0.21, 0.22, 0.23, 0.22, 0.26, 0.40, 0.43, 0.44]}

***

{"formula": "C21H20N4O2S", "method": "ωB97M-V/def2-TZVPD", "total_charge": 0, "homo_lumo_gap_ha": 0.2943, "lumo_ev": 0.51, "smiles": "O=C(Nc1ccc(N2CCN(C(=O)c3cccs3)CC2)cc1)c1cccnc1", "relative_energy_ev": 1.959, "multiplicity": 1, "homo_ev": -7.50, "elements": ["O", "C", "N", "C", "C", "C", "C", "C", "C", "H", "H", "N", "C", "H", "C", "N", "C", "O", "C", "C", "C", "C", "S", "H", "H", "H", "C", "C", "H", "H", "H", "H", "H", "H", "H", "H", "H", "H", "C", "C", "C", "C", "N", "C", "H", "H", "H", "H"], "positions_angstrom": [[-3.54870, -1.18129, 1.56889], [-3.70083, -0.41866, 0.63652], [-2.75291, -0.11787, -0.29320], [-1.43622, -0.58792, -0.38472], [-0.71109, -0.28608, -1.53443], [0.59113, -0.71238, -1.68101], [1.23281, -1.44233, -0.67378], [0.48771, -1.75231, 0.46664], [-0.81975, -1.33548, 0.61176], [-1.36396, -1.58219, 1.50716], [0.92343, -2.31080, 1.27722], [2.53642, -1.89044, -0.87064], [3.50779, -1.01472, -1.49338], [2.99544, -0.17682, -1.96223], [4.49959, -0.47504, -0.42834], [3.88716, -0.56823, 0.87520], [3.02805, 0.35688, 1.38258], [2.33099, 0.13704, 2.35407], [2.97137, 1.67607, 0.70437], [1.84203, 2.22945, 0.17983], [2.05101, 3.53043, -0.32937], [3.32831, 3.95536, -0.16384], [4.30984, 2.77388, 0.61017], [3.76395, 4.89477, -0.44004], [1.27995, 4.12140, -0.78976], [0.90073, 1.71007, 0.15381], [3.72667, -1.94564, 1.29700], [3.16845, -2.75579, 0.09875], [2.46223, -3.51559, 0.43075], [3.98742, -3.26390, -0.42139], [4.69281, -2.34439, 1.62106], [3.04004, -1.94288, 2.14463], [5.40996, -1.08063, -0.40248], [4.78078, 0.55178, -0.65296], [4.05512, -1.56716, -2.26659], [1.10361, -0.48796, -2.60399], [-1.17568, 0.28182, -2.32968], [-3.04020, 0.46511, -1.06714], [-5.00506, 0.27392, 0.40097], [-6.17841, -0.36273, 0.80133], [-7.39131, 0.27014, 0.60023], [-7.38527, 1.52604, 0.00932], [-6.27733, 2.15506, -0.34340], [-5.12087, 1.54999, -0.14730], [-4.24970, 2.13295, -0.42281], [-8.30536, 2.06176, -0.18338], [-8.31873, -0.19615, 0.89376], [-6.11344, -1.33855, 1.25982]], "forces_ev_per_a": [[0.03, -0.11, 0.06], [-0.04, 0.14, -0.17], [-0.18, 0.29, -0.25], [0.40, -0.21, 0.10], [-0.07, -0.01, 0.17], [0.01, 0.04, 0.03], [-0.35, -0.04, -0.02], [0.24, 0.02, -0.22], [-0.26, 0.08, 0.02], [-0.02, -0.01, 0.03], [0.11, -0.03, 0.10], [0.18, -0.21, -0.08], [0.18, 0.03, -0.15], [0.05, -0.06, 0.02], [-0.03, 0.05, -0.33], [0.27, -0.11, 0.13], [-0.02, 0.02, 0.27], [-0.18, 0.03, 0.06], [0.17, 0.54, -0.07], [0.21, -0.30, 0.11], [0.09, 0.17, -0.06], [0.29, -0.18, 0.15], [-0.56, -0.04, -0.08], [0.04, 0.23, -0.07], [-0.11, 0.13, -0.08], [-0.18, -0.14, 0.05], [-0.11, -0.12, 0.28], [-0.01, 0.00, -0.01], [0.09, -0.03, 0.00], [-0.07, -0.04, 0.06], [-0.06, -0.03, 0.00], [0.14, -0.06, -0.10], [-0.02, 0.07, -0.01], [0.04, -0.17, -0.03], [0.00, 0.13, -0.02], [0.05, -0.01, -0.06], [-0.05, 0.04, -0.09], [-0.06, -0.14, 0.20], [-0.40, 0.12, 0.10], [0.14, 0.10, -0.06], [0.13, -0.01, -0.03], [-0.18, -0.14, 0.11], [-0.11, 0.50, -0.21], [0.26, -0.36, 0.09], [0.15, -0.05, 0.01], [-0.12, -0.03, 0.03], [-0.08, -0.03, 0.01], [0.01, -0.06, 0.05]], "nbo_charge": [-0.60, 0.67, -0.59, 0.11, -0.23, -0.24, 0.14, -0.20, -0.22, 0.26, 0.21, -0.43, -0.22, 0.22, -0.24, -0.43, 0.66, -0.60, -0.32, -0.21, -0.26, -0.40, 0.44, 0.24, 0.23, 0.24, -0.25, -0.23, 0.22, 0.20, 0.20, 0.25, 0.20, 0.23, 0.19, 0.21, 0.21, 0.40, -0.19, -0.13, -0.25, 0.05, -0.42, 0.04, 0.19, 0.19, 0.22, 0.24]}

***

{"formula": "C7H19AsNO", "method": "ωB97M-V/def2-TZVPD", "total_charge": -1, "homo_lumo_gap_ha": 0.2489, "lumo_ev": 3.75, "multiplicity": 1, "homo_ev": -3.02, "elements": ["C", "O", "C", "C", "C", "As", "N", "C", "C", "C", "H", "H", "H", "H", "H", "H", "H", "H", "H", "H", "H", "H", "H", "H", "H", "H", "H", "H", "H"], "positions_angstrom": [[-2.91469, -0.47633, -0.49252], [-1.89049, -1.34991, -0.92759], [-1.22925, -0.83976, -2.08014], [0.34812, -0.92706, -1.96577], [0.83794, -1.90587, -0.83875], [0.73472, -1.19167, 1.06009], [0.02364, 0.54195, 0.52817], [0.66760, 1.54657, 0.97172], [-0.02304, 2.45050, 2.05281], [2.08805, 2.00037, 0.50304], [-3.21446, -0.73723, 0.54363], [-3.81095, -0.61999, -1.14768], [-2.61375, 0.59541, -0.49729], [-1.51268, 0.21891, -2.27239], [-1.54750, -1.46511, -2.95138], [0.82504, 0.07646, -1.93568], [0.67147, -1.38095, -2.94562], [0.26219, -2.85747, -0.95583], [1.91528, -2.14218, -1.05826], [2.23725, -0.74374, 0.91762], [0.77011, -0.72759, 2.55567], [-0.70530, -1.78483, 1.28592], [1.28889, -2.59891, 1.55971], [-0.05330, 1.98818, 3.05912], [0.52999, 3.42965, 2.07929], [-1.03396, 2.69937, 1.65270], [2.80124, 1.76271, 1.33895], [2.37618, 1.34924, -0.34407], [2.17167, 3.08925, 0.30452]], "forces_ev_per_a": [[-0.62, -0.16, 0.13], [-0.09, 1.01, -0.11], [0.95, -0.11, -0.28], [-0.25, -1.00, -0.62], [-0.04, 0.20, -1.50], [0.69, -2.79, 0.09], [0.50, 2.11, 1.11], [-1.25, 0.17, -0.48], [0.63, 1.26, -1.43], [0.04, -1.02, 1.05], [0.38, 0.01, -0.58], [0.35, 0.28, 0.32], [0.01, -0.70, 0.00], [0.01, -0.61, 0.12], [0.10, 0.47, 0.43], [-0.41, -0.60, 0.39], [-0.13, 0.45, 0.63], [0.30, 0.59, 0.34], [-0.75, 0.20, 0.40], [0.30, 0.39, -0.18], [-0.13, 0.35, 0.21], [-0.09, 0.41, -0.15], [0.14, -0.18, 0.06], [-0.02, 0.05, -0.68], [-0.42, -0.64, 0.44], [0.52, -0.44, 0.63], [-0.40, 0.26, -0.60], [-0.09, 0.67, 0.32], [-0.23, -0.63, -0.07]], "nbo_charge": [-0.24, -0.55, -0.06, -0.42, -0.72, 0.86, -0.86, 0.36, -0.69, -0.72, 0.19, 0.14, 0.18, 0.16, 0.15, 0.20, 0.17, 0.19, 0.19, -0.23, -0.18, -0.16, -0.21, 0.22, 0.17, 0.22, 0.22, 0.23, 0.20]}

***

{"formula": "C18H44FIN2O4P", "method": "ωB97M-V/def2-TZVPD", "total_charge": 1, "homo_lumo_gap_ha": 0.3035, "lumo_ev": -2.70, "multiplicity": 1, "homo_ev": -10.96, "elements": ["C", "C", "F", "C", "P", "C", "C", "C", "I", "H", "H", "H", "H", "H", "H", "H", "H", "H", "H", "H", "H", "H", "H", "C", "O", "C", "C", "N", "C", "C", "O", "C", "H", "H", "H", "H", "H", "H", "H", "H", "H", "H", "H", "H", "H", "H", "H", "C", "O", "C", "C", "N", "C", "C", "O", "C", "H", "H", "H", "H", "H", "H", "H", "H", "H", "H", "H", "H", "H", "H", "H"], "positions_angstrom": [[4.97343, -0.67380, -3.71932], [4.41794, 0.56291, -4.49473], [3.79897, 0.19860, -5.69584], [3.37106, 1.41634, -3.68117], [1.95572, 0.40535, -3.00355], [0.34384, 0.64873, -3.95610], [-0.59881, -0.54514, -3.54155], [-1.88062, -0.68008, -4.42782], [-2.91188, 1.20150, -4.70020], [5.80891, -1.09368, -4.33153], [4.20394, -1.46039, -3.54452], [5.37733, -0.33178, -2.74017], [5.26299, 1.24267, -4.73718], [2.97970, 2.27696, -4.26838], [3.91454, 1.84045, -2.79765], [1.65968, 0.74515, -1.65593], [2.19518, -1.00218, -3.05850], [0.64234, 0.64640, -5.03191], [-0.04199, 1.65680, -3.68072], [-0.81810, -0.43685, -2.44866], [-0.03666, -1.51407, -3.63705], [-1.68147, -1.22069, -5.38583], [-2.58518, -1.34934, -3.87111], [1.15566, 4.06975, 3.68261], [0.97056, 2.69389, 3.38370], [-0.35115, 2.23074, 3.65499], [-1.06996, 1.88670, 2.35733], [-1.38514, 3.09233, 1.59305], [-1.84558, 2.81932, 0.23342], [-0.85314, 2.15211, -0.72365], [0.26149, 2.96763, -1.07162], [1.34498, 2.91792, -0.15344], [2.21826, 4.29302, 3.58175], [0.60490, 4.70337, 2.97978], [0.84916, 4.29615, 4.70598], [-0.92320, 2.94580, 4.25127], [-0.24776, 1.31526, 4.24523], [-1.99841, 1.35650, 2.58918], [-0.41873, 1.21064, 1.78809], [-0.55865, 3.67369, 1.53863], [-2.13100, 3.78167, -0.19951], [-2.75704, 2.21480, 0.28368], [-1.38799, 1.97095, -1.66173], [-0.52192, 1.16681, -0.36985], [1.43480, 1.94190, 0.33330], [1.25081, 3.70641, 0.59347], [2.26570, 3.10968, -0.71157], [-2.69031, -4.86005, 3.79901], [-3.18940, -3.62424, 3.31023], [-2.64793, -2.49095, 3.98416], [-1.74979, -1.69440, 3.04676], [-0.51423, -2.42075, 2.75743], [0.27352, -1.83256, 1.67846], [-0.34976, -1.81319, 0.27778], [-0.51191, -3.09643, -0.30144], [-1.71590, -3.76485, 0.05649], [-3.26209, -5.66013, 3.32816], [-1.63605, -4.99183, 3.53419], [-2.81411, -4.93552, 4.88155], [-2.12171, -2.77009, 4.90055], [-3.49536, -1.86028, 4.26798], [-1.50148, -0.73616, 3.51352], [-2.32052, -1.49537, 2.13168], [-0.74397, -3.37243, 2.50088], [1.20250, -2.40709, 1.62179], [0.55201, -0.81077, 1.96186], [0.35312, -1.28338, -0.37703], [-1.28519, -1.24238, 0.23856], [-2.54112, -3.07073, 0.23130], [-1.55684, -4.39565, 0.93214], [-1.99094, -4.42169, -0.77070]], "forces_ev_per_a": [[0.00, 0.45, -0.67], [-0.23, 0.19, 0.74], [0.27, -0.13, 0.59], [0.70, -0.34, 0.64], [-1.19, 0.57, -1.02], [0.93, -0.54, 0.40], [0.38, 0.17, -0.31], [0.02, -1.03, 0.94], [0.29, -0.60, -0.04], [-0.73, 0.17, 0.63], [0.63, 0.55, -0.24], [-0.20, -0.25, -0.65], [-0.56, -0.38, 0.03], [0.08, -0.74, 0.31], [-0.51, -0.31, -0.63], [0.36, -0.23, -0.47], [0.11, 0.81, 0.18], [-0.36, -0.07, 0.70], [0.18, -0.73, -0.17], [-0.20, -0.04, -0.93], [-0.46, 0.77, 0.01], [-0.06, 1.01, 0.59], [0.47, 0.75, -0.49], [0.19, -0.14, -0.14], [-0.22, 0.30, 0.07], [0.11, -0.54, -0.21], [0.09, 0.52, 0.11], [0.05, -0.39, -0.14], [0.16, 0.29, 0.18], [-0.49, 0.09, -0.27], [0.22, -0.49, -0.01], [0.03, 0.31, -0.25], [-0.04, -0.09, 0.01], [-0.08, 0.12, 0.14], [-0.05, 0.06, -0.02], [0.03, 0.11, -0.12], [-0.03, 0.02, 0.03], [0.00, 0.02, -0.07], [-0.02, -0.19, 0.12], [-0.06, 0.06, 0.11], [-0.01, -0.09, -0.12], [0.08, -0.06, -0.01], [-0.02, 0.06, -0.02], [0.13, 0.06, 0.18], [-0.12, 0.03, 0.15], [0.12, -0.16, 0.18], [-0.04, 0.04, -0.03], [-0.15, 0.01, -0.24], [0.30, -0.12, 0.25], [-0.30, 0.36, -0.34], [0.11, -0.44, 0.15], [-0.14, 0.29, -0.21], [0.03, -0.28, 0.13], [0.31, -0.03, 0.01], [-0.18, 0.36, 0.01], [0.12, -0.29, -0.21], [-0.02, 0.10, 0.00], [0.05, -0.06, 0.17], [0.08, -0.02, 0.02], [0.09, -0.10, -0.09], [0.04, 0.01, 0.04], [0.03, -0.05, -0.02], [-0.18, 0.15, 0.06], [0.01, 0.00, 0.10], [0.01, 0.07, -0.11], [-0.07, -0.01, -0.02], [0.09, 0.01, -0.03], [-0.13, -0.10, 0.10], [0.06, 0.03, 0.11], [-0.19, 0.05, 0.09], [0.07, 0.07, 0.00]], "mulliken_charge": [-1.15, 0.24, -0.31, -0.70, 0.41, -0.72, -0.21, -1.24, 0.06, 0.34, 0.36, 0.34, 0.35, 0.45, 0.40, 0.00, -0.03, 0.45, 0.56, -0.06, 0.47, 0.46, 0.50, -0.76, -0.35, -0.93, 0.14, -0.27, -1.23, 1.06, -0.47, -0.70, 0.24, 0.32, 0.36, 0.48, 0.41, 0.44, -0.18, 0.10, 0.41, 0.46, 0.06, -0.44, 0.26, 0.32, 0.29, -0.71, -0.35, -0.98, 0.47, -0.33, -1.04, 0.40, -0.48, -0.63, 0.24, 0.31, 0.34, 0.42, 0.37, -0.04, 0.14, 0.13, 0.44, 0.33, -0.13, 0.26, 0.30, 0.22, 0.32]}